[1]
This record from the Open Molecules 2025 dataset describes a molecular structure, C36H66B7F28N12Zn in a non-equilibrium geometry. The level of theory is wB97M-V/def2-TZVPD.

Its net charge is +1. The HOMO energy comes out at -8.0443 eV. As for the HOMO-LUMO gap: 4.28 eV. As for the largest force on an atom: 6.96 eV Å⁻¹.

Each line ends with the Mulliken charge.
Geometry (Å):
Zn 0.280 -0.431 -0.261  3.06
C -3.529 5.732 -2.791  -1.22
C -3.319 4.309 -2.166  -0.39
N -2.406 4.398 -1.126  0.52
C -1.166 3.887 -1.110  -0.53
C -0.557 4.366 0.064  -1.16
N -1.549 4.905 0.843  0.37
C -2.616 5.084 0.053  -0.64
C -1.480 5.387 2.215  -0.85
H -4.274 5.570 -3.570  0.40
H -2.705 6.083 -3.411  0.36
H -3.698 6.532 -2.069  0.34
H -3.231 3.522 -2.915  0.45
H -4.184 3.986 -1.588  0.05
H -0.743 3.477 -2.016  1.05
H 0.431 4.215 0.474  0.82
H -3.599 5.487 0.247  0.45
H -2.389 5.112 2.751  0.32
H -1.432 6.475 2.183  0.35
H -0.669 4.860 2.718  0.28
C 7.281 6.203 0.382  -1.11
C 6.636 5.303 -0.744  -0.39
N 6.185 4.102 -0.104  0.39
C 6.622 2.863 -0.464  -0.33
C 6.020 1.937 0.348  -0.61
N 5.095 2.573 1.213  0.32
C 5.210 3.915 0.838  -0.37
C 4.029 2.000 2.075  -0.36
H 7.248 7.287 0.271  0.37
H 8.346 6.032 0.226  0.30
H 7.012 5.833 1.371  0.32
H 7.164 4.945 -1.628  0.55
H 5.847 5.964 -1.102  0.14
H 7.400 2.749 -1.205  0.45
H 6.102 0.861 0.373  0.49
H 4.533 4.660 1.230  0.34
H 3.660 1.012 1.801  -0.06
H 3.135 2.621 2.027  0.14
H 4.382 1.843 3.094  0.30
C 9.261 -5.874 1.750  -1.17
C 7.931 -6.413 2.110  -0.47
N 6.918 -5.415 2.132  0.21
C 6.877 -4.128 2.771  -0.52
C 5.694 -3.527 2.364  -0.41
N 5.115 -4.320 1.388  0.41
C 5.809 -5.491 1.313  -0.15
C 3.772 -4.144 0.859  -0.57
H 9.306 -5.645 0.685  0.31
H 10.080 -6.591 1.804  0.38
H 9.525 -4.975 2.307  0.33
H 7.957 -6.755 3.144  0.32
H 7.659 -7.353 1.629  0.40
H 7.688 -3.853 3.429  0.42
H 5.225 -2.707 2.887  0.50
H 5.447 -6.346 0.762  0.39
H 3.169 -5.048 0.779  0.37
H 3.856 -3.663 -0.116  0.29
H 3.191 -3.543 1.558  -0.28
C -2.712 -4.462 1.911  -0.90
C -2.914 -4.374 3.416  -0.35
N -2.499 -3.080 4.001  0.43
C -3.155 -2.429 5.003  -0.55
C -2.587 -1.194 5.342  -0.49
N -1.302 -1.292 4.686  0.47
C -1.340 -2.363 3.844  -0.44
C -0.152 -0.541 4.907  -0.64
H -3.500 -4.131 1.234  0.35
H -2.694 -5.488 1.543  0.44
H -1.783 -4.065 1.500  -0.07
H -2.619 -5.275 3.954  0.33
H -3.982 -4.575 3.490  0.28
H -4.077 -2.825 5.401  0.41
H -2.930 -0.456 6.052  0.52
H -0.633 -2.669 3.087  0.24
H -0.465 0.467 4.634  0.31
H 0.689 -0.810 4.267  0.01
H -0.039 -0.555 5.991  0.41
C -9.182 0.661 -1.638  -0.89
C -8.396 1.852 -1.204  -0.72
N -7.442 1.664 -0.148  0.36
C -7.718 1.478 1.215  -0.47
C -6.536 1.561 2.083  -0.35
N -5.511 1.667 1.160  0.52
C -6.027 1.742 -0.126  -0.82
C -4.156 1.629 1.275  -0.86
H -8.460 0.043 -2.172  0.16
H -9.963 0.962 -2.337  0.36
H -9.615 0.142 -0.783  0.35
H -9.114 2.590 -0.848  0.44
H -8.059 2.470 -2.036  0.42
H -8.766 1.323 1.427  0.46
H -6.314 1.520 3.139  0.49
H -5.476 1.787 -1.053  0.66
H -3.900 1.858 2.309  0.40
H -3.680 2.501 0.826  0.03
H -3.765 0.713 0.832  0.31
C -5.114 -1.318 -2.016  -0.36
C -5.173 -2.714 -2.689  -0.94
N -4.524 -2.674 -4.019  0.27
C -4.988 -2.199 -5.240  -0.27
C -4.023 -2.578 -6.193  -0.57
N -2.934 -3.118 -5.553  0.17
C -3.229 -3.068 -4.228  -0.20
C -1.629 -3.506 -6.164  -0.92
H -5.919 -0.652 -2.327  0.23
H -4.134 -0.869 -2.182  0.07
H -5.158 -1.400 -0.930  0.40
H -6.178 -3.117 -2.810  0.44
H -4.684 -3.507 -2.123  0.31
H -5.976 -1.782 -5.373  0.43
H -3.877 -2.342 -7.236  0.44
H -2.615 -3.373 -3.394  0.29
H -0.875 -2.721 -6.111  0.43
H -1.688 -4.068 -7.096  0.36
H -1.224 -4.289 -5.523  0.35
B -0.330 1.188 1.849  0.42
F -0.383 1.338 0.451  -0.79
F -0.201 -0.223 1.875  -0.32
F 0.648 1.835 2.389  -0.10
F -1.536 1.507 2.332  -0.16
B -1.188 -0.125 -2.269  -0.39
F -1.183 -1.351 -2.944  -0.19
F -1.848 -0.392 -1.054  -0.70
F 0.061 0.497 -2.018  -0.48
F -1.910 0.847 -2.927  -0.32
B 0.509 -2.757 0.071  -0.08
F 0.844 -2.270 -1.119  -0.35
F -0.671 -2.380 0.432  0.12
F 0.648 -4.138 0.073  -0.37
F 1.449 -2.145 0.823  -0.06
B 3.587 4.054 -2.628  0.31
F 2.566 3.184 -2.556  -0.09
F 4.587 3.128 -2.539  -0.35
F 3.522 4.487 -3.922  -0.37
F 3.616 4.913 -1.604  -0.39
B 3.365 -0.443 -1.286  -0.30
F 3.961 0.464 -2.098  -0.18
F 2.122 -0.020 -0.736  0.56
F 3.095 -1.421 -2.208  -0.37
F 4.227 -0.755 -0.173  -0.27
B 1.968 1.613 -5.423  0.28
F 3.123 2.212 -5.566  -0.34
F 0.986 2.511 -5.689  -0.45
F 1.839 0.544 -6.227  -0.41
F 1.904 1.149 -4.117  -0.10
B 2.349 -3.173 4.335  0.09
F 1.787 -2.970 5.543  -0.40
F 1.834 -4.272 3.833  -0.33
F 2.175 -2.092 3.540  -0.09
F 3.642 -3.163 4.497  -0.29

=====

[2]
This record from the Open Molecules 2025 dataset describes a gas-phase ion, C7H9N2O2 (charge -1) in a non-equilibrium geometry. The level of theory is wB97M-V/def2-TZVPD.

Its net charge is -1. The HOMO energy comes out at -3.7916 eV. As for the HOMO-LUMO gap: 7.20 eV. As for the largest force on an atom: 3.74 eV Å⁻¹.

Each line ends with the Mulliken charge.
Geometry (Å):
C -0.481 -1.124 -1.423  -0.33
C -1.620 -0.903 -0.772  -0.31
C 0.833 -0.539 -1.163  -0.08
C -1.918 0.259 0.046  -0.44
C 2.860 0.195 0.020  0.46
C 1.538 -0.506 0.005  0.44
C 1.119 -0.987 1.349  -1.14
N -1.378 1.387 -0.238  0.00
N -1.775 2.458 0.473  -0.48
O 3.433 0.365 1.128  -0.76
O 3.228 0.644 -1.079  -0.74
H -0.676 -1.808 -2.258  0.31
H -2.446 -1.509 -1.059  0.37
H 1.285 -0.298 -2.187  0.22
H -2.745 0.118 0.811  0.33
H 0.729 -2.068 1.367  0.24
H 0.177 -0.527 1.732  0.18
H 1.880 -0.959 2.095  0.39
H -2.485 2.475 1.104  0.17
H -1.557 3.326 0.051  0.19

=====

[3]
This record from the Open Molecules 2025 dataset describes 11 unconnected molecules or ions with the total composition C23H68N8O11 in a non-equilibrium geometry. The level of theory is wB97M-V/def2-TZVPD.

The HOMO energy comes out at -8.8992 eV. As for the HOMO-LUMO gap: 8.85 eV. As for the largest force on an atom: 13.10 eV Å⁻¹.

Each line ends with the Mulliken charge.
Geometry (Å):
C -2.785 3.829 -1.025  -0.13
O -2.213 4.966 -1.562  -0.67
H -1.987 3.156 -0.655  -0.40
H -3.377 3.373 -1.796  0.40
H -3.487 4.048 -0.205  0.34
H -1.360 4.727 -1.993  0.42
C 0.339 2.167 -3.641  0.32
O 1.056 2.398 -4.819  -0.79
N 0.706 1.360 -2.715  0.01
N -0.696 2.853 -3.287  0.12
H 1.590 0.811 -2.985  0.21
H 0.502 1.498 -1.662  -0.04
H -1.000 3.527 -4.092  0.31
H -1.460 2.450 -2.725  -0.03
C 1.834 -3.110 0.784  0.16
O 0.452 -3.023 1.114  -0.84
N 2.512 -1.990 0.579  0.63
N 2.391 -4.185 0.355  -0.24
H 2.013 -1.123 0.772  -1.00
H 3.399 -1.922 0.186  0.38
H 1.761 -5.028 0.406  0.35
H 3.322 -4.193 -0.058  0.18
C -2.240 -0.019 -2.727  -0.47
O -2.364 1.017 -1.923  -0.73
N -3.215 -0.558 -3.358  -0.33
N -1.084 -0.460 -3.005  0.32
H -4.177 -0.171 -3.182  0.34
H -3.066 -0.879 -4.298  0.21
H -0.310 0.285 -2.956  -0.45
H -0.956 -1.269 -3.634  0.40
C 0.406 0.323 0.250  2.10
O 1.428 0.343 1.126  -1.50
N -0.171 1.393 -0.197  1.93
N 0.026 -0.704 -0.420  2.31
H 0.097 2.277 0.213  -0.66
H -1.077 1.264 -0.628  -0.68
H 0.258 -1.662 -0.056  -1.39
H -0.398 -0.640 -1.378  -0.93
C 2.944 -2.748 4.270  -1.01
C 3.978 -1.655 4.554  0.32
C 4.465 -0.918 3.299  -0.65
O 3.575 -0.786 5.377  -0.58
H 2.733 -3.259 5.204  0.36
H 3.396 -3.523 3.692  0.41
H 2.062 -2.372 3.762  0.04
H 4.872 -2.100 5.011  0.35
H 5.214 -0.134 3.559  0.33
H 3.652 -0.463 2.770  -0.31
H 4.963 -1.567 2.618  0.40
H 2.733 -0.489 5.053  0.32
C 0.951 5.367 2.308  -1.55
C 1.158 4.499 1.078  0.53
C 2.072 3.337 1.328  -1.21
O 0.049 4.075 0.693  -0.47
H 0.552 4.890 3.178  0.21
H 0.346 6.235 2.093  0.44
H 1.878 5.788 2.653  0.45
H 1.565 5.155 0.359  0.44
H 1.738 2.684 2.106  0.10
H 3.074 3.706 1.644  0.46
H 2.205 2.674 0.437  0.20
H -0.438 4.828 0.321  0.29
C -0.865 2.109 3.581  -0.83
C -0.055 0.906 4.062  0.46
C -0.548 -0.425 3.455  -0.95
O 1.189 0.846 3.762  -0.54
H -0.860 2.169 2.482  -0.14
H -0.442 2.979 4.098  0.23
H -1.926 2.014 3.857  0.49
H -0.081 0.800 5.134  0.54
H -0.762 -0.450 2.389  -0.04
H -1.510 -0.607 3.864  0.64
H 0.136 -1.249 3.698  -0.06
H 1.302 0.709 2.801  0.05
C -2.226 -4.199 -0.438  -1.10
C -1.771 -3.400 -1.650  3.40
C -0.615 -3.947 -2.421  -1.21
O -2.632 -3.251 -2.518  -0.63
H -1.479 -4.066 0.306  0.17
H -2.407 -5.216 -0.751  0.41
H -3.105 -3.660 0.031  0.09
H -1.606 -2.364 -1.372  -2.08
H -0.843 -4.893 -2.813  0.53
H 0.227 -4.026 -1.746  0.03
H -0.255 -3.292 -3.244  0.10
H -2.755 -2.292 -2.689  0.48
C -3.089 0.066 1.229  -0.09
C -4.483 0.154 0.577  0.88
C -4.973 -1.227 0.247  -1.40
O -5.416 0.741 1.160  -0.57
H -2.535 1.044 1.274  -0.08
H -2.459 -0.597 0.739  -0.53
H -3.100 -0.363 2.242  0.52
H -4.380 0.819 -0.287  -0.02
H -4.195 -1.873 -0.244  0.00
H -5.812 -1.184 -0.414  0.49
H -5.260 -1.852 1.145  0.31
H -5.103 1.595 1.412  0.43
C 2.245 -1.517 -2.403  0.37
C 2.780 -0.906 -3.748  -0.14
C 1.886 -1.183 -4.953  -1.20
O 3.032 0.290 -3.657  -0.53
H 2.700 -2.511 -2.195  0.66
H 1.156 -1.664 -2.413  -0.72
H 2.590 -0.881 -1.553  -0.25
H 3.747 -1.393 -3.881  0.42
H 0.837 -1.018 -4.786  0.17
H 1.951 -2.205 -5.241  0.40
H 2.097 -0.572 -5.773  0.45
H 3.290 0.698 -4.520  0.40

=====

[4]
This record from the Open Molecules 2025 dataset describes a single C5H9NO molecule in a non-equilibrium geometry. The level of theory is wB97M-V/def2-TZVPD.

The HOMO energy comes out at -9.1407 eV. As for the HOMO-LUMO gap: 10.10 eV. As for the largest force on an atom: 1.06 eV Å⁻¹.

Each line ends with the Mulliken charge.
Geometry (Å):
C -1.710 -0.366 -0.817  -1.54
C -0.250 -0.129 -0.543  1.09
O 0.523 -0.519 -1.687  -0.60
C 0.266 1.237 -0.120  -0.59
N 1.480 0.571 0.482  -0.52
C 1.004 -0.067 1.686  -0.26
C 0.508 -0.829 0.554  -0.50
H -2.322 -0.005 0.017  0.34
H -1.910 -1.430 -0.981  0.35
H -1.977 0.186 -1.723  0.37
H 1.409 -0.244 -1.394  0.47
H -0.359 1.792 0.601  0.28
H 0.503 1.890 -0.968  0.28
H 0.297 0.424 2.338  0.27
H 1.838 -0.603 2.140  0.24
H 0.697 -1.908 0.419  0.32